(1)
Molecular formula: CH7N2OP
Method: DFT, ωB97M-V with the def2-TZVPD basis set

Geometry as XYZ:
```
12
Properties=species:S:1:pos:R:3:forces:R:3
P -0.418700 -0.311626 0.255420 1.8 -0.1 1.0
O 3.455003 0.941904 0.449776 2.0 -1.7 0.7
N 0.516511 -1.296429 0.991520 -2.1 -1.3 0.0
N 0.245937 0.928033 -0.328633 2.9 -1.3 0.6
C -2.186797 -0.562183 0.059315 0.5 2.9 -1.4
H -2.806453 0.158706 0.676666 0.7 -1.5 -0.5
H 2.977260 1.409905 -0.220387 -0.2 0.0 -0.9
H 4.231650 0.400619 0.094347 -2.0 1.5 0.3
H -0.450373 1.480925 -0.594617 -3.4 3.7 -2.0
H 1.413582 -0.885046 0.821694 1.1 0.2 0.2
H -2.343728 -0.323334 -1.042132 0.0 -0.3 1.3
H -2.165679 -1.588416 0.177610 -1.4 -2.2 0.7
```
Positions in Å, forces in eV/Å.

The value obtained for the LUMO energy is 0.45 eV. As for the net charge: 0. The value obtained for the highest occupied orbital energy is -9.25 eV. Its SMILES is [H]/N=P(/C)=N/[H].O. The multiplicity is 1. The HOMO-LUMO gap is 0.3565 hartree. For the relative energy (zero: lowest compared OMol25 entry of this formula, charge and spin), the calculation gives 263.3 kJ/mol. The energy is -568.34128 Ha.

Computed Löwdin charges, given in elementary charges:
1. P 0.60
2. O -0.10
3. N -0.20
4. N -0.18
5. C -0.20
6. H 0.08
7. H -0.01
8. H 0.08
9. H -0.10
10. H -0.05
11. H 0.07
12. H 0.00


(2)
Molecular formula: C4H4O2
Method: DFT, ωB97M-V with the def2-TZVPD basis set

Geometry as XYZ:
```
10
Properties=species:S:1:pos:R:3:forces:R:3
O -2.407784 -0.048668 -0.309683 0.6 -0.3 -0.1
O -0.361484 1.608266 -0.028495 -0.1 0.1 0.0
C -1.328405 -0.581193 -0.189341 -0.4 0.2 0.0
C -0.121055 0.256074 0.202277 0.1 -0.2 0.2
C 1.208086 -0.169877 -0.250606 0.6 -0.1 0.2
C 2.372627 -0.473643 -0.252646 -0.5 0.1 0.1
H 3.398782 -0.738068 -0.129176 -0.1 0.0 -0.3
H -1.329936 1.691547 -0.081660 0.1 0.0 -0.1
H -0.044888 0.023904 1.283152 -0.2 0.2 0.1
H -1.204353 -1.677794 -0.230299 0.0 0.1 -0.1
```
Positions in Å, forces in eV/Å.

The value obtained for the LUMO energy is 0.58 eV. As for the net charge: 0. The value obtained for the highest occupied orbital energy is -10.11 eV. Its SMILES is C#C[C@@H](O)C=O. The multiplicity is 1. The HOMO-LUMO gap is 0.3929 hartree. For the relative energy (zero: lowest compared OMol25 entry of this formula, charge and spin), the calculation gives 212.3 kJ/mol. The energy is -305.19861 Ha.

Computed Löwdin charges, given in elementary charges:
1. O 0.07
2. O 0.00
3. C -0.17
4. C -0.40
5. C -0.07
6. C 0.13
7. H 0.03
8. H 0.09
9. H 0.16
10. H 0.14


(3)
Molecular formula: C14H32N7O6P2V
Method: DFT, ωB97M-V with the def2-TZVPD basis set

Geometry as XYZ:
```
62
Properties=species:S:1:pos:R:3:forces:R:3
V 0.035017 0.906339 0.723877 -0.4 -1.0 -0.7
P 2.994181 1.578962 0.554903 0.0 0.0 0.1
P 1.496299 0.708705 3.232986 0.1 0.0 -0.2
O 1.957574 -0.129669 4.508423 0.0 0.0 0.0
O 0.740644 -0.219968 2.300306 0.0 0.4 -0.1
O 4.408524 1.107875 -0.016527 0.0 0.0 0.0
O 0.874348 1.998822 3.637637 0.0 0.0 0.0
O 1.939258 0.692695 -0.072446 -0.4 0.3 0.1
O 2.901929 3.061426 0.483705 0.0 0.1 0.0
N 3.347196 2.623014 2.999902 0.0 0.1 0.0
N -3.377531 -0.304036 -1.457905 0.0 0.0 0.0
N -0.371036 5.085058 0.028352 -0.1 -0.1 -0.1
N 0.328614 3.623067 -1.488925 -0.1 0.1 0.1
N -2.392111 0.462790 0.490202 0.2 0.1 0.2
N -4.566080 1.192187 -0.306288 0.0 0.0 0.0
N -0.822525 2.738647 0.317747 0.3 -0.3 0.1
C -5.254330 1.575614 0.916671 0.0 0.0 0.0
C 0.835763 4.889635 -1.985130 0.0 0.0 0.0
C -0.344810 3.771983 -0.330529 0.4 0.1 0.1
C -4.435846 0.104637 -2.362282 0.0 0.0 0.0
C -0.487193 5.502442 1.417103 0.0 0.0 0.0
C 3.098263 1.241697 2.414600 0.2 -0.1 0.1
C -1.918401 2.787500 1.270901 -0.1 0.2 0.1
C 0.568002 5.832429 -0.814351 0.0 0.1 0.0
C -2.165331 -0.877585 -1.986396 0.0 0.0 0.0
C -2.307416 1.341429 1.639342 0.1 0.3 0.3
C 0.254545 2.473921 -2.355815 0.1 0.0 0.0
C 4.260318 0.313170 2.759218 0.0 0.0 0.0
C -5.428490 0.726398 -1.394363 0.0 0.0 0.0
C -3.389056 0.473689 -0.330147 0.2 0.0 -0.1
H 5.195604 0.670911 2.330240 0.0 0.0 0.0
H -1.625171 -0.171570 -2.629136 0.0 0.0 0.0
H 4.399045 0.216560 -0.386763 0.0 0.0 0.0
H -0.343185 1.702076 -1.873948 0.0 0.0 -0.1
H 3.406471 3.266881 2.181068 0.0 0.0 0.0
H 1.484402 6.024936 -0.250178 0.0 0.0 0.0
H -2.778718 3.303731 0.830229 0.0 0.0 0.0
H 1.249833 2.076285 -2.556593 0.0 0.0 0.0
H 1.897027 4.816345 -2.222629 0.0 0.0 0.0
H -4.773465 2.421695 1.402560 0.0 0.0 0.0
H -3.150299 1.416663 2.329759 -0.2 -0.3 -0.2
H -1.537456 0.879510 2.281384 0.0 0.3 0.2
H -1.643546 3.290249 2.202112 -0.1 0.0 0.0
H -6.139958 -0.022044 -1.028110 0.0 0.0 0.0
H -0.221303 2.747593 -3.302123 0.0 0.0 0.0
H 0.137594 6.782357 -1.126656 0.0 0.0 0.0
H -5.982976 1.558954 -1.824127 0.0 0.0 0.0
H -6.260800 1.887491 0.646219 0.0 0.0 0.0
H -0.237384 6.559449 1.470143 0.0 0.0 0.0
H -1.523225 -1.180397 -1.163520 0.0 0.0 0.0
H 1.840361 -1.082934 4.409565 0.0 0.0 0.0
H -1.505269 5.388020 1.780572 0.0 0.0 0.0
H 4.365410 0.200415 3.838232 0.0 0.0 0.0
H 4.178324 2.668825 3.584456 0.0 0.0 0.0
H 4.064029 -0.676355 2.343912 0.0 0.0 0.0
H 0.292850 5.182709 -2.888869 0.0 0.0 0.0
H 0.194617 4.941473 2.062890 0.0 0.0 0.0
H -4.847954 -0.748422 -2.899290 0.0 0.0 0.0
H -2.413212 -1.759375 -2.575732 0.0 0.0 0.0
H -5.334805 0.745831 1.623963 0.0 0.0 0.0
H 2.488964 2.857151 3.541103 0.0 0.0 0.0
H -4.070726 0.836516 -3.094296 0.0 0.0 0.0
```
Positions in Å, forces in eV/Å.

The value obtained for the LUMO energy (alpha / beta) is -1.78 / -1.86 eV. As for the net charge: +1. The value obtained for the highest occupied orbital energy (alpha / beta) is -10.40 / -11.32 eV. The multiplicity is 4. The HOMO-LUMO gap (alpha / beta) is 0.3168 / 0.3477 hartree. For the relative energy (zero: lowest compared OMol25 entry of this formula, charge and spin), the calculation gives 78.6 kJ/mol. The energy is -3014.20623 Ha. Its expectation value of S² is 3.76.

Computed Löwdin charges, given in elementary charges:
1. V 0.93
2. P 0.34
3. P 0.32
4. O -0.10
5. O -0.37
6. O -0.11
7. O -0.29
8. O -0.37
9. O -0.29
10. N 0.16
11. N -0.10
12. N -0.06
13. N -0.09
14. N 0.05
15. N -0.08
16. N -0.04
17. C -0.04
18. C -0.10
19. C -0.35
20. C -0.12
21. C -0.02
22. C -0.45
23. C -0.21
24. C -0.10
25. C -0.04
26. C -0.25
27. C -0.02
28. C -0.08
29. C -0.12
30. C -0.35
31. H 0.08
32. H 0.08
33. H 0.10
34. H 0.05
35. H 0.11
36. H 0.13
37. H 0.12
38. H 0.10
39. H 0.13
40. H 0.07
41. H 0.11
42. H 0.08
43. H 0.11
44. H 0.13
45. H 0.10
46. H 0.13
47. H 0.13
48. H 0.09
49. H 0.10
50. H 0.08
51. H 0.10
52. H 0.08
53. H 0.08
54. H 0.16
55. H 0.10
56. H 0.13
57. H 0.10
58. H 0.13
59. H 0.10
60. H 0.10
61. H 0.12
62. H 0.13